Entry 1:
{"formula": "C3H4FNO2", "method": "ωB97M-V with the def2-TZVPD basis set", "elements": ["C", "C", "C", "N", "O", "O", "F", "H", "H", "H", "H"], "coordinates": [[-1.366578, -0.045078, -0.055657], [0.893242, -0.681280, -0.241629], [1.562935, 0.646290, 0.063402], [-2.493438, 0.219796, -0.482934], [-0.401996, -0.539990, -0.801314], [1.116806, 1.716985, -0.214765], [-1.003909, 0.098573, 1.268119], [1.471628, -1.214974, -0.998945], [0.870326, -1.292489, 0.672989], [2.520716, 0.525460, 0.607791], [-3.169729, 0.566704, 0.182938]], "atomic_forces_ev_per_a": [[-0.45, 0.36, 1.16], [-0.13, -0.02, 0.13], [0.11, -0.46, 0.20], [-0.41, 0.02, -0.60], [0.52, -0.18, -0.13], [-0.16, 0.15, -0.08], [0.05, -0.14, -0.68], [0.06, 0.05, 0.09], [0.06, 0.16, -0.21], [0.08, 0.08, -0.08], [0.27, -0.03, 0.22]], "orbital_gap_ha": 0.406, "homo_energy_ev": -10.3, "e_lumo_ev": 0.7523, "smiles": "[H]/N=C(\\F)OCC=O", "multiplicity": 1, "charge": 0}

Entry 2:
{"formula": "C3H4FNO3", "method": "ωB97M-V with the def2-TZVPD basis set", "elements": ["C", "C", "C", "H", "H", "H", "H", "N", "O", "O", "O", "F"], "coordinates": [[-0.334875, 1.182856, 0.278993], [0.859025, 0.154116, 0.023580], [0.289808, -1.298728, -0.246951], [-1.502647, -0.329562, 1.064904], [-2.220694, 1.447285, 0.960888], [1.435270, 0.275022, 0.917367], [1.340600, -1.328397, -1.685978], [-1.397522, 0.660341, 0.956355], [-0.105280, 2.281875, -0.254802], [0.737666, -2.004893, -1.317358], [-0.762276, -1.771725, 0.290480], [1.660925, 0.731811, -0.987479]], "atomic_forces_ev_per_a": [[1.18, 0.11, -2.21], [-1.05, 0.62, -0.20], [-4.29, -2.00, 0.01], [-0.22, -0.51, -0.05], [2.44, -3.16, 0.30], [0.49, -0.78, 0.68], [0.39, -0.81, -0.76], [-1.61, 5.87, -0.71], [-1.72, -1.93, 2.09], [0.89, 2.47, 1.19], [4.35, 1.90, -0.84], [-0.84, -1.79, 0.52]], "orbital_gap_ha": 0.398, "homo_energy_ev": -10.4, "e_lumo_ev": 0.3927, "smiles": "NC(=O)[C@H](F)C(=O)O", "multiplicity": 1, "charge": 0}

Entry 3:
{"formula": "C3H4FNO3", "method": "ωB97M-V with the def2-TZVPD basis set", "elements": ["C", "C", "C", "H", "H", "H", "H", "N", "O", "O", "O", "F"], "coordinates": [[1.837221, 0.142601, 0.469177], [0.606056, 0.674647, -0.000449], [-2.102310, -0.365104, 0.065545], [1.760650, -0.275511, 1.528803], [2.607510, 0.925666, 0.455740], [-1.780965, 0.634094, -1.813887], [-3.341381, -0.440229, -0.193788], [-1.327000, 0.063589, -0.976386], [0.031297, 1.629330, 0.398776], [0.032207, -0.195774, -0.859676], [-1.679309, -0.789773, 1.189777], [2.324870, -1.016919, -0.242091]], "atomic_forces_ev_per_a": [[3.91, -2.57, 1.88], [-2.48, -0.13, -0.17], [-1.49, -1.95, 3.18], [-0.36, 1.03, -1.25], [-0.06, -0.35, -0.04], [1.98, -1.74, 2.39], [3.41, 0.65, 0.44], [-2.32, 0.50, -1.42], [0.46, 1.14, 0.41], [-1.10, -0.01, -1.27], [-1.29, 1.67, -4.52], [-0.66, 1.75, 0.37]], "orbital_gap_ha": 0.405, "homo_energy_ev": -10.4, "e_lumo_ev": 0.5813, "smiles": "O=CNOC(=O)CF", "multiplicity": 1, "charge": 0}

Entry 4:
{"formula": "C3H4FNOS", "method": "ωB97M-V with the def2-TZVPD basis set", "elements": ["C", "C", "C", "N", "O", "F", "S", "H", "H", "H", "H"], "coordinates": [[0.199702, 0.854663, -0.093836], [0.418159, -0.589348, 0.390587], [-0.860326, -0.901149, -0.356465], [-1.040321, 0.475433, -0.790714], [-3.485343, -0.348973, -0.362077], [1.557631, -1.179639, -0.074619], [-2.271120, -0.043723, 0.347900], [0.075614, 1.622246, 0.668902], [0.949171, 1.161698, -0.824251], [0.388679, -0.765012, 1.473172], [-1.057108, -1.911223, -1.310521]], "atomic_forces_ev_per_a": [[0.50, 0.22, 0.49], [0.12, 0.10, 0.76], [-0.74, -3.74, -3.55], [-0.80, 0.33, -0.67], [-0.87, -0.13, -0.42], [0.15, -0.15, -0.33], [1.05, 0.06, 0.33], [0.07, 0.04, 0.07], [-0.03, -0.02, 0.05], [-0.06, 0.07, -0.16], [0.62, 3.23, 3.45]], "orbital_gap_ha": 0.383, "homo_energy_ev": -9.7, "e_lumo_ev": 0.6778, "multiplicity": 1, "charge": 0}

Entry 5:
{"formula": "C3H4FNS", "method": "ωB97M-V with the def2-TZVPD basis set", "elements": ["C", "C", "C", "N", "F", "S", "H", "H", "H", "H"], "coordinates": [[-0.544170, -0.745388, -0.722105], [0.057131, -1.329132, 0.327826], [0.277188, 1.036437, 0.840050], [-0.680143, 0.647696, -0.663094], [0.000695, 1.324636, -1.772686], [0.918074, -0.535342, 1.480720], [-0.954220, -1.205347, -1.565059], [0.155366, -2.331255, 0.313091], [1.091993, 1.485371, 0.331528], [-0.321915, 1.652323, 1.429728]], "atomic_forces_ev_per_a": [[1.25, 1.13, 1.39], [-1.37, 0.55, -3.07], [-0.32, -1.79, -4.20], [0.97, 1.56, 3.31], [0.05, -0.94, 0.73], [0.26, 2.04, 1.71], [-0.59, -0.90, -0.98], [0.06, -3.43, 0.18], [0.63, 1.12, -0.03], [-0.94, 0.66, 0.94]], "orbital_gap_ha": 0.324, "homo_energy_ev": -8.3, "e_lumo_ev": 0.5209, "smiles": "FN1C=CSC1", "multiplicity": 1, "charge": 0}

Entry 6:
{"formula": "C3H4FO2", "method": "ωB97M-V with the def2-TZVPD basis set", "elements": ["C", "C", "C", "O", "O", "F", "H", "H", "H", "H"], "coordinates": [[-1.760665, -0.418652, -0.076941], [1.219980, -0.250278, 0.205478], [0.058683, 0.594430, -0.260103], [-2.614881, 0.180143, -0.669565], [-1.570938, -1.416892, 0.564349], [-0.024960, 1.754911, 0.552396], [0.894237, -0.918061, 1.004805], [1.589873, -0.860257, -0.619495], [2.044125, 0.368016, 0.584582], [0.164544, 0.966636, -1.285506]], "atomic_forces_ev_per_a": [[2.99, 1.43, -0.52], [-0.26, 0.28, 0.06], [-1.82, -1.11, 0.06], [-0.93, 0.43, -0.38], [-0.11, -0.93, 0.66], [0.06, 0.11, 0.16], [-0.01, -0.08, 0.03], [0.00, -0.08, -0.03], [0.04, 0.00, -0.09], [0.04, -0.06, 0.05]], "orbital_gap_ha": 0.270, "homo_energy_ev": -2.9, "e_lumo_ev": 4.4785, "multiplicity": 1, "charge": -1}

Entry 7:
{"formula": "C3H4FO3", "method": "ωB97M-V with the def2-TZVPD basis set", "elements": ["C", "C", "C", "O", "O", "O", "F", "H", "H", "H", "H"], "coordinates": [[-2.885073, 0.301849, 0.018060], [-0.192056, -0.868911, -1.111099], [-0.006701, -0.976341, 0.363757], [-2.574053, 1.417656, -0.221066], [-3.611058, -0.632109, -0.084691], [-1.178769, -0.239799, 0.970447], [-0.294636, -2.359287, 0.763584], [-0.257783, 0.141316, -1.538293], [0.627364, -1.535988, -1.570124], [-1.030430, -1.312067, -1.470021], [-1.440697, -1.041325, 1.367905]], "atomic_forces_ev_per_a": [[-0.24, 0.49, -1.31], [3.21, -0.67, -0.50], [1.53, 1.59, 0.44], [-0.29, -0.24, 0.33], [0.57, 0.16, 0.68], [0.48, 0.23, -0.67], [-0.47, 0.14, -0.60], [0.78, -0.10, 0.53], [-0.77, 1.47, 0.34], [-3.38, -1.72, -0.90], [-1.43, -1.35, 1.67]], "orbital_gap_ha": 0.216, "homo_energy_ev": -1.9, "e_lumo_ev": 3.9250, "multiplicity": 1, "charge": -1}

Entry 8:
{"formula": "C3H4FO3Sm", "method": "ωB97M-V with the def2-TZVPD basis set", "elements": ["C", "C", "H", "H", "F", "H", "Sm", "O", "C", "O", "O", "H"], "coordinates": [[0.311763, 0.864093, 2.633904], [-0.448378, 0.530998, 1.578341], [1.377861, 0.634417, 2.582772], [-0.060468, 1.549454, 3.400048], [-1.733366, 0.886435, 1.537300], [-0.156574, -0.089766, 0.719149], [-0.027040, -1.553763, 4.399832], [1.668677, 4.756870, -0.738283], [0.410259, 4.194834, -0.840117], [-0.558880, 4.972797, -0.766691], [0.412963, 2.950150, -0.924520], [1.553978, 5.696780, -0.558889]], "atomic_forces_ev_per_a": [[-0.03, -0.38, -0.17], [-0.40, -0.03, 0.19], [-0.22, 0.16, -0.02], [0.10, -0.10, -0.31], [0.63, -0.20, -0.01], [-0.01, 0.57, 0.31], [-0.03, 0.34, -0.32], [1.08, 0.30, 0.05], [-1.18, -0.59, 0.55], [0.19, 0.25, -0.10], [0.19, -0.25, -0.02], [-0.32, -0.08, -0.16]], "orbital_gap_ha": [0.158, 0.136], "homo_energy_ev": [-6.1, -6.1], "s2": 15.7555, "e_lumo_ev": [-1.7582, -2.3690], "multiplicity": 8, "charge": 0}

Calculated values (hartree) of calculated total energy for the records, taken in order: -421.78631; -497.03989; -496.96035; -744.62138; -669.36418; -367.08273; -442.26136; -1100.06529.
Calculated values (kcal/mol) of relative energy (zero: lowest compared OMol25 entry of this formula, charge and spin) for the records, taken in order: 23.1; 34.5; 84.4; 90.5; 84.7; 15.8; 70.9; 44.2.